No. 1
Below is a 2-piece molecular cluster, C2H5NO4 overall, with properties calculated with wB97M-V/def2-TZVPD.

## Properties
SMILES string	O=CNC(=O)O.O
E_LUMO	0.48	eV
spin multiplicity	1
highest occupied orbital energy	-11.02	eV
energy	-11835.5585	eV
HOMO-LUMO gap	0.4226	Eh
molecular weight	107.06	g/mol
relative energy (zero: lowest compared OMol25 entry of this formula, charge and spin)	1.2341	eV

Cartesian coordinates (Å):
O  1.0716  1.1503  1.3406
C  0.3895  1.1841  0.3455
N  -0.7956  0.5036  0.1793
C  -1.7798  0.3335  1.1965
O  -2.9282  0.2323  0.9190
O  -1.2392  0.1546  2.3882
H  0.5381  1.9283  -0.4547
H  -1.1411  0.4139  -0.7630
H  -0.3541  0.5678  2.3869
O  1.7895  -2.1408  -2.2209
H  2.7511  -2.1530  -2.1389
H  1.6983  -2.1747  -3.1786

No. 2
Below is C33H55Br39O4S as an isolated structure, with properties calculated with wB97M-V/def2-TZVPD.

## Properties
E_LUMO	-0.43	eV
spin multiplicity	1
highest occupied orbital energy	-9.47	eV
energy	-2785777.1205	eV
HOMO-LUMO gap	0.3322	Eh
molecular weight	3664.12	g/mol
relative energy (zero: lowest compared OMol25 entry of this formula, charge and spin)	10.7191	eV

Cartesian coordinates (Å):
C  -6.8122  -4.2123  1.5952
C  -5.5142  -4.9584  0.8929
C  -4.0703  -4.5326  1.5902
C  -3.2342  -3.4634  0.6280
C  -1.6268  -3.8503  0.5336
C  -0.8151  -2.4007  0.5642
C  0.8219  -2.5682  0.4025
C  1.4908  -1.5996  1.5849
C  2.8953  -0.8853  1.1200
C  4.1505  -1.6424  1.9009
C  5.5735  -1.5571  1.0716
C  5.7863  -2.7900  -0.0103
C  4.4638  -3.0807  -0.9475
O  4.6207  -4.1959  -1.8987
S  5.2963  -3.6897  -3.3802
O  4.9344  -4.8430  -4.3953
O  4.4937  -2.3192  -4.0306
O  5.4104  -1.6652  -4.6894
C  5.1221  -0.2190  -4.7511
C  6.0042  0.6607  -3.6860
C  6.3032  -0.1744  -2.2677
C  5.4514  2.1778  -3.4058
C  3.8241  2.3157  -3.2711
C  3.4999  3.8430  -2.6769
C  3.1182  1.2675  -2.2271
H  -7.3680  -4.8863  2.3762
H  -7.5680  -3.8849  0.7447
H  -6.4886  -3.2103  2.1574
H  -5.4902  -4.7532  -0.2634
H  -5.6442  -6.1127  1.0684
H  -4.3327  -3.9533  2.5808
H  -3.4536  -5.5222  1.7876
H  -3.7528  -3.3619  -0.4349
H  -3.2927  -2.3996  1.1192
H  -1.4687  -4.3922  -0.4988
H  -1.3590  -4.5441  1.4379
H  -1.2403  -1.7695  -0.3419
H  -1.1127  -1.8652  1.5814
H  1.1396  -2.1208  -0.6501
H  1.1966  -3.6802  0.4676
H  0.7501  -0.7455  1.8874
H  1.6799  -2.2960  2.5344
H  3.0324  -0.8397  -0.0453
H  2.8432  0.2427  1.4865
H  3.8522  -2.7957  1.9780
H  4.2046  -1.1973  2.9873
H  6.4326  -1.6025  1.8971
H  5.6514  -0.4945  0.5859
H  6.0071  -3.7556  0.6260
H  6.7606  -2.5253  -0.6192
H  4.1506  -2.0704  -1.4553
H  3.5800  -3.3836  -0.2096
H  5.4357  0.1275  -5.8493
H  3.9623  -0.0964  -4.6633
H  7.0839  0.7896  -4.1792
H  5.3608  -0.2599  -1.5798
H  7.1235  0.4501  -1.6693
H  6.7654  -1.2505  -2.4799
H  5.7872  2.8902  -4.2940
H  5.9399  2.5691  -2.4051
H  3.2935  2.1432  -4.3252
H  3.8186  3.8422  -1.5278
H  2.3579  4.1376  -2.8189
H  4.2379  4.5803  -3.2196
H  3.6721  1.2428  -1.1819
H  3.0579  0.1606  -2.6201
H  2.0040  1.6175  -1.9992
C  -5.9044  -1.0437  -2.4092
Br  -6.3269  -0.8323  -0.5221
Br  -4.2351  -0.1630  -2.8803
Br  -5.9139  -2.9128  -2.9482
H  -6.6994  -0.5443  -2.9727
C  -3.9811  1.7546  -6.8058
Br  -4.1203  2.8558  -8.4034
Br  -2.6248  2.4230  -5.5819
Br  -5.7025  1.5325  -5.9274
H  -3.6570  0.7603  -7.1302
C  0.6868  2.7842  0.9826
Br  -0.1098  1.6683  -0.3973
Br  1.2470  1.7392  2.5248
Br  2.1366  3.8764  0.2829
H  -0.0930  3.4711  1.3280
C  -2.8832  -6.2970  -2.8789
Br  -2.5935  -4.3746  -2.9466
Br  -2.2726  -7.0623  -1.1980
Br  -4.7334  -6.7640  -3.2571
H  -2.2728  -6.7404  -3.6725
C  -2.2578  -8.6465  2.5914
Br  -0.7179  -9.3287  1.6181
Br  -1.9576  -6.8397  3.2468
Br  -3.8915  -8.7740  1.5429
H  -2.3906  -9.2871  3.4694
C  0.7851  6.0266  3.9960
Br  2.0575  4.8275  4.8486
Br  1.6398  7.1654  2.6705
Br  -0.7317  5.0624  3.2517
H  0.3928  6.6851  4.7780
C  -6.2561  4.3714  -3.2966
Br  -6.0662  2.7244  -2.2790
Br  -7.3774  5.6666  -2.3750
Br  -4.5299  5.1249  -3.7831
H  -6.7669  4.1133  -4.2302
C  -7.4377  -4.9391  6.1406
Br  -5.8978  -5.6213  5.1673
Br  -7.1375  -3.1323  6.7959
Br  -9.0714  -5.0666  5.0921
H  -7.5705  -5.5797  7.0186
C  -7.0757  5.8068  -9.4022
Br  -8.3086  7.3108  -9.3574
Br  -6.1990  5.5381  -7.6865
Br  -7.9379  4.1826  -10.0367
H  -6.2927  6.0567  -10.1257
C  4.8577  6.1043  7.8599
Br  3.2711  6.7161  8.8045
Br  4.7655  4.2064  7.4434
Br  5.2160  7.1762  6.2765
H  5.7065  6.2420  8.5379
C  8.0106  3.0815  9.3256
Br  9.2342  2.0324  10.4147
Br  8.4547  4.9752  9.3578
Br  7.8901  2.3971  7.5086
H  7.0163  2.9787  9.7726
C  -9.4739  1.0928  1.6473
Br  -8.2015  -0.1064  2.5000
Br  -8.6191  2.2316  0.3219
Br  -10.9906  0.1285  0.9030
H  -9.8662  1.7513  2.4293
C  4.7420  9.6614  2.4242
Br  3.6709  11.2464  2.7772
Br  4.7806  9.2210  0.5298
Br  6.5329  9.8177  3.1676
H  4.2548  8.8255  2.9369

No. 3
Below is C11H29AlN9O10 as an isolated structure, with properties calculated with wB97M-V/def2-TZVPD.

## Properties
E_LUMO	2.32	eV
spin multiplicity	1
highest occupied orbital energy	-5.68	eV
total charge	-1
energy	-52363.4585	eV
HOMO-LUMO gap	0.2942	Eh
molecular weight	474.39	g/mol

Cartesian coordinates (Å):
C  3.1415  1.9153  -1.6869
C  2.5136  3.2876  -1.6285
O  3.1523  4.2488  -1.2256
O  1.2191  3.3927  -1.9544
C  0.8469  3.0353  -3.3318
Al  -0.9549  2.1052  -3.5341
C  -2.3299  2.7444  -2.1866
O  -2.1918  2.1764  -0.8467
N  -2.4932  3.1678  0.0957
O  -1.7034  3.2090  0.9612
C  -0.6186  0.0871  -3.5361
O  -1.4162  -0.7027  -2.5968
C  -0.9733  -0.9319  -1.3614
C  0.4701  -1.3274  -1.1522
O  -1.7809  -0.9170  -0.4464
H  4.2056  2.0284  -1.9028
H  2.6900  1.2662  -2.4328
H  3.0460  1.4557  -0.7010
H  0.8766  3.9471  -3.9375
H  1.6067  2.3675  -3.7568
H  -1.5058  2.5391  -5.0025
H  -3.3475  2.5905  -2.5634
H  -2.1938  3.8299  -2.1034
H  0.4490  -0.1316  -3.4352
H  -0.8967  -0.2933  -4.5239
H  0.6932  -1.2268  -0.0900
H  1.1878  -0.7249  -1.7059
H  0.5988  -2.3834  -1.4000
C  0.3405  -4.4213  1.2514
O  0.7852  -4.1707  0.1378
N  1.1194  -4.3283  2.3761
N  -0.9558  -4.7616  1.4943
H  0.7743  -4.5166  3.2983
H  2.0753  -4.0574  2.2511
H  -1.5723  -4.8204  0.7064
H  -1.3199  -4.9590  2.4154
C  -3.2129  -5.1080  4.5792
O  -2.2511  -5.7816  4.2471
N  -3.2942  -3.7826  4.3550
N  -4.2901  -5.6662  5.2139
H  -4.0774  -3.2209  4.6219
H  -2.5283  -3.3279  3.8952
H  -4.2575  -6.6510  5.3927
H  -5.0934  -5.1408  5.4988
C  -4.2791  -0.3159  2.6561
O  -4.3855  -1.0540  3.6237
N  -5.1704  0.7048  2.4396
N  -3.3095  -0.4332  1.7306
H  -5.1038  1.3303  1.6591
H  -5.9046  0.8258  3.1088
H  -2.6223  -1.1554  1.8318
H  -3.2372  0.1554  0.9180
C  7.1095  3.9720  -1.0382
O  7.0012  3.2530  -0.0599
N  6.0778  4.6867  -1.5642
N  8.3136  4.1102  -1.6963
H  6.1795  5.2721  -2.3700
H  5.1673  4.6195  -1.1267
H  9.0923  3.5940  -1.3365
H  8.4381  4.6890  -2.5034